Entry 1:
C30H67BN3O2 | wB97M-V/def2-TZVPD

The geometry in XYZ format:
```
103
Properties=species:S:1:pos:R:3:forces:R:3:mulliken_charge:R:1
C -1.0457 2.8941 1.3548 0.0 0.4 -0.2 -0.95
C -1.3226 2.2099 -0.1242 0.2 0.9 0.3 0.63
C -0.8856 3.3676 -1.2424 -0.5 -0.7 -0.3 -0.81
C -0.3345 2.7353 -2.6555 0.6 0.9 -0.3 0.40
C -1.2902 3.1535 -3.9246 0.3 0.0 -0.2 -0.91
C -2.8781 2.7730 -3.7458 0.0 -0.2 0.0 -0.20
C -3.1926 1.2898 -4.3824 0.0 0.0 0.6 -0.88
C -2.2831 0.1027 -3.6533 -0.4 -0.6 0.4 0.43
C -3.0040 -1.3960 -3.7805 0.9 -0.2 0.0 -0.60
C -1.8413 -2.5790 -3.6967 -0.4 0.5 -0.4 -0.60
C -1.1713 -2.7130 -2.1786 -0.3 -0.4 -1.2 0.04
C 0.1328 -3.7122 -2.3346 -0.7 -0.8 0.1 -0.34
C 0.8870 -4.0731 -0.9246 -0.3 0.6 1.2 -0.72
C 2.0370 -3.0032 -0.4549 -0.6 -0.2 1.0 -0.12
B 3.3125 -2.8797 -1.5376 -1.7 -1.3 1.1 0.00
N 3.1818 -1.5049 -2.1673 2.9 3.1 -2.9 0.52
C 3.6119 -0.3885 -1.2416 4.2 0.4 1.5 0.04
C 2.4304 0.7273 -0.8484 0.2 -1.0 -0.9 -0.14
O 4.8647 -0.2826 -0.7438 -7.7 -0.4 -2.9 -0.66
C 3.8403 -1.4168 -3.5294 3.1 -2.2 -1.5 0.44
C 3.6468 0.0395 -4.3290 -0.8 -0.8 1.4 -0.58
O 4.5827 -2.3680 -4.1119 -4.6 5.2 3.3 -0.61
H -1.9995 3.5556 1.6094 2.0 -1.5 -0.2 0.15
H -0.1359 3.6584 1.3029 -1.9 -1.8 0.0 0.31
H -0.7810 2.1160 2.1953 -0.9 1.5 -1.6 0.30
H -2.4801 1.9557 -0.2147 2.4 0.6 0.1 -0.15
H -0.7564 1.1951 -0.2764 -0.8 2.1 0.3 -0.10
H -1.8575 3.9896 -1.4465 1.9 -1.0 0.3 0.27
H -0.0718 4.1113 -0.8366 -1.6 -1.7 -0.5 0.39
H 0.7242 3.2480 -2.8555 -2.2 -1.2 0.3 0.36
H -0.1235 1.5688 -2.6035 -0.7 2.5 -0.1 -0.52
H -0.8560 2.6197 -4.8942 -1.0 1.0 2.0 0.31
H -1.1910 4.3206 -4.1413 -0.2 -2.5 0.7 0.32
H -3.5014 3.6516 -4.2374 1.1 -2.0 0.8 0.27
H -3.2366 2.7285 -2.6119 1.0 0.2 -2.3 0.05
H -2.9597 1.2835 -5.5294 -0.5 0.0 2.1 0.30
H -4.3456 1.0420 -4.2054 2.5 0.5 -0.5 0.28
H -2.1165 0.3355 -2.4954 -0.5 -0.4 -2.5 -0.18
H -1.2049 -0.0045 -4.1163 -2.2 0.4 0.7 0.03
H -3.7490 -1.5843 -2.8944 1.2 0.6 -1.7 0.25
H -3.5807 -1.4829 -4.8156 1.2 0.2 2.2 0.30
H -1.0172 -2.2945 -4.5105 -1.6 -0.7 1.9 0.21
H -2.3315 -3.6007 -4.0662 1.1 2.1 1.0 0.31
H -0.8977 -1.6309 -1.8004 -0.4 -2.2 -0.7 -0.19
H -2.0153 -3.1721 -1.4721 2.0 1.0 -1.4 0.24
H 0.8253 -3.2938 -3.1808 -1.0 -0.7 1.9 0.18
H -0.3016 -4.7423 -2.7512 0.8 2.2 0.7 0.30
H 0.0485 -4.0500 -0.0783 1.4 -0.3 -1.7 0.33
H 1.3449 -5.1652 -0.8941 -0.9 2.3 -0.4 0.23
H 2.5010 -3.3289 0.5777 -1.3 0.4 -1.7 -0.04
H 1.5110 -1.9592 -0.2750 0.8 -1.9 -0.2 -0.06
H 3.1190 -3.7296 -2.3547 0.0 -0.2 -0.6 -0.14
H 4.3553 -3.0875 -1.0364 0.9 0.0 0.5 -0.39
H 2.1208 0.6367 0.2770 0.9 0.3 -2.1 0.27
H 2.8722 1.7681 -1.1569 -1.0 -1.9 0.9 0.35
H 1.4584 0.4809 -1.4914 2.3 0.5 1.3 -0.36
H 4.2215 0.8296 -3.6832 -1.0 -1.4 -1.4 0.21
H 2.4814 0.2759 -4.2284 2.5 -0.3 -0.5 0.02
H 4.0198 0.0057 -5.4376 -0.7 -0.1 2.3 0.29
C -5.1890 1.7964 1.2700 0.1 0.1 0.1 -1.29
C -6.4500 2.1897 2.0341 0.2 -0.1 0.2 -0.36
N -6.2465 2.3823 3.4742 -0.2 -0.1 0.2 0.09
C -7.5019 2.5074 4.2217 0.1 -0.3 -0.1 -0.69
C -8.3817 3.7190 3.9286 -0.2 0.3 0.1 -0.94
C -5.2003 3.3282 3.8595 0.3 -0.2 -0.2 -0.68
C -5.3315 4.7670 3.3629 0.1 0.3 0.1 -1.04
H -4.7443 0.8838 1.6802 0.0 0.2 0.0 0.32
H -5.4367 1.6065 0.2202 0.0 0.0 0.1 0.48
H -4.4358 2.5901 1.2855 0.0 -0.1 0.0 0.15
H -7.1740 1.3767 1.8877 0.0 0.2 0.3 0.43
H -6.8810 3.0807 1.5647 -0.1 0.1 -0.1 0.25
H -7.2881 2.4807 5.2974 0.2 0.0 -0.2 0.34
H -8.0990 1.6043 4.0349 0.2 0.1 -0.1 0.41
H -7.9828 4.6266 4.3870 0.0 0.0 -0.1 0.22
H -9.3784 3.5626 4.3544 0.1 0.0 0.0 0.39
H -8.5115 3.8949 2.8575 0.1 0.0 0.1 0.27
H -4.2340 2.9393 3.5170 -0.2 -0.1 -0.1 0.37
H -5.1046 3.3444 4.9519 -0.3 -0.2 -0.1 0.33
H -5.6402 4.8252 2.3160 0.0 0.0 0.1 0.23
H -4.3648 5.2738 3.4484 -0.1 0.0 0.0 0.39
H -6.0393 5.3371 3.9676 0.0 0.0 -0.2 0.35
C 6.9844 -4.0586 0.7849 -0.1 -0.1 0.1 -1.48
C 6.5547 -2.7917 1.5190 -0.3 -0.1 -0.2 -0.20
N 5.4737 -2.9950 2.4896 -0.2 0.1 0.3 0.33
C 4.9074 -1.7393 2.9925 -0.2 -0.1 -0.5 -0.35
C 5.8172 -0.8332 3.8168 0.1 0.2 0.3 -1.23
C 5.7000 -4.0220 3.5054 0.0 -0.1 -0.4 -0.73
C 6.9162 -3.8591 4.4154 0.1 -0.1 0.4 -0.99
H 6.1393 -4.5236 0.2669 0.1 0.2 0.1 0.22
H 7.7434 -3.8121 0.0348 -0.1 0.0 0.1 0.43
H 7.4275 -4.7950 1.4625 0.0 0.0 0.0 0.39
H 6.2098 -2.0846 0.7524 -0.2 0.0 0.3 0.23
H 7.4370 -2.3407 1.9861 0.2 0.1 0.1 0.29
H 4.0049 -1.9565 3.5774 0.1 -0.2 0.0 0.46
H 4.5470 -1.1608 2.1308 0.2 -0.2 0.0 -0.03
H 5.9524 -1.2141 4.8314 0.1 0.0 -0.1 0.26
H 5.3628 0.1587 3.9103 0.0 -0.1 0.0 0.45
H 6.8006 -0.6969 3.3593 -0.1 0.0 0.0 0.27
H 5.7790 -4.9954 3.0068 0.0 0.2 -0.1 0.42
H 4.8062 -4.1203 4.1332 0.0 0.3 -0.2 0.35
H 7.8111 -3.5464 3.8713 -0.1 0.0 0.0 0.24
H 7.1433 -4.8151 4.8983 0.0 0.0 0.0 0.38
H 6.7254 -3.1411 5.2152 0.1 0.0 -0.1 0.27
```
Forces are in eV/Å.

Summary:
LUMO, eV: 2.11
Total charge: -1

---

Entry 2:
C22H45Ge2Te4Tl | wB97M-V/def2-TZVPD

The geometry in XYZ format:
```
74
Properties=species:S:1:pos:R:3:forces:R:3:nbo_charge:R:1
Tl 0.2380 -1.6020 0.6533 0.8 0.0 -0.2 0.78
C -1.6854 -2.9660 1.8896 -0.4 0.0 0.5 -0.10
C -2.1016 -1.6067 1.8830 -0.3 -0.3 0.5 -0.21
C -1.2683 -0.8935 2.7886 -0.2 -0.2 0.1 -0.14
C -0.3232 -1.8015 3.3274 -0.3 -0.2 0.1 -0.14
C -0.5892 -3.0805 2.7779 -0.3 -0.1 0.3 -0.18
C 0.0413 -4.3631 3.2368 0.0 0.1 -0.1 -0.62
C 0.6072 -1.5218 4.4704 0.0 0.1 -0.1 -0.63
C -1.5949 0.4560 3.3542 0.0 0.0 -0.1 -0.63
C -3.3975 -1.0805 1.3419 0.1 0.1 -0.2 -0.62
C -2.4445 -4.1205 1.3049 0.1 0.1 -0.1 -0.64
H 0.0862 -5.1093 2.4403 0.0 0.0 0.0 0.20
H -0.5346 -4.8017 4.0602 0.0 0.0 0.0 0.19
H 1.0561 -4.1978 3.6002 0.0 0.0 0.0 0.21
H 1.4879 -2.1642 4.4481 0.0 0.0 0.0 0.21
H 0.0969 -1.6937 5.4254 0.0 0.0 0.0 0.19
H 0.9570 -0.4891 4.4676 0.0 0.0 0.0 0.22
H -1.9173 1.1637 2.5883 0.1 0.0 0.0 0.21
H -0.7466 0.8851 3.8860 0.0 0.1 0.0 0.22
H -2.4186 0.3658 4.0736 0.0 0.0 0.0 0.20
H -3.3142 -0.0300 1.0548 0.0 0.0 0.0 0.21
H -4.1923 -1.1460 2.0948 0.0 0.0 0.0 0.19
H -3.7337 -1.6332 0.4623 0.0 0.0 0.0 0.20
H -1.7789 -4.9396 1.0216 0.0 0.0 0.0 0.20
H -3.0120 -3.8310 0.4181 0.0 0.0 0.0 0.20
H -3.1603 -4.5200 2.0330 0.0 0.0 0.0 0.19
Te 3.6569 0.5658 -0.2638 0.4 -1.9 -0.4 0.02
Te 5.6494 1.7795 1.3633 1.3 0.6 1.2 -0.49
Te 8.1848 2.0687 2.3881 0.3 -0.1 -0.3 -0.78
Te 2.7848 2.6912 1.1110 -0.5 0.1 0.9 0.26
C 0.4258 -4.4603 -2.0188 0.1 0.0 -0.1 -0.60
C 0.5680 -3.0911 -2.6746 0.0 -0.1 0.0 -0.40
C 2.0148 -2.6000 -2.6973 -0.1 0.2 0.0 -0.41
C 2.1330 -1.1298 -3.1223 -0.5 0.1 -0.1 -0.80
Ge 1.4016 0.0779 -1.6579 -0.4 1.9 1.9 0.48
C -0.5967 0.3557 -1.9190 -0.1 -0.7 -0.7 -0.80
C -0.5920 0.3884 -3.4540 -0.2 0.7 -0.3 -0.42
C 0.5065 1.3637 -4.0057 0.4 -0.2 0.2 -0.42
C 0.0220 2.8048 -4.0242 -0.2 -0.2 0.1 -0.61
H -0.6120 -4.7998 -2.0091 0.0 0.0 0.0 0.20
H 0.7874 -4.4347 -0.9882 0.0 0.0 0.0 0.21
H 1.0233 -5.2020 -2.5567 0.0 0.0 0.0 0.19
H -0.0743 -2.3722 -2.1578 0.0 0.0 0.0 0.20
H 0.1921 -3.1336 -3.7032 0.0 0.0 0.0 0.19
H 2.5676 -3.2382 -3.3981 0.1 0.0 0.1 0.19
H 2.4776 -2.7477 -1.7154 0.0 0.0 0.0 0.21
H 1.5376 -0.9829 -4.0252 0.2 0.0 -0.2 0.20
H 3.1689 -0.8733 -3.3429 0.0 0.2 0.1 0.23
H 1.1784 1.8164 -1.4869 1.0 -0.9 -0.7 -0.23
H -0.8620 1.3385 -1.5400 0.1 -0.1 0.3 0.22
H -1.3117 -0.3658 -1.5057 0.0 -0.1 -0.3 0.19
H -1.5595 0.7413 -3.8428 0.0 0.0 -0.1 0.18
H -0.4660 -0.6276 -3.8281 0.1 0.0 -0.1 0.19
H 0.8854 1.0473 -4.9825 -0.3 0.0 -0.1 0.19
H 1.4187 1.3802 -3.3381 -1.1 0.0 -1.2 0.24
H -0.8675 2.9131 -4.6520 0.0 0.1 0.0 0.19
H 0.7982 3.4868 -4.3734 0.0 0.0 0.0 0.21
H -0.2542 3.0992 -3.0080 0.1 0.1 0.0 0.22
C -0.0303 5.2120 2.0403 -0.4 0.0 -0.2 -1.09
Ge 0.1252 3.9343 0.5282 -1.3 0.4 0.4 1.60
C -1.7537 3.7924 -0.1531 0.1 -0.1 0.0 -1.09
C 1.0451 4.9952 -0.8402 -0.3 -0.1 -0.4 -1.08
C 0.6445 2.1930 1.2573 0.2 0.7 -1.1 -1.18
H -0.3410 6.1654 1.6020 0.1 0.1 0.1 0.21
H 0.8729 5.3658 2.6282 0.1 -0.1 0.0 0.23
H -0.8421 4.8797 2.6927 0.1 0.0 0.1 0.21
H -2.3015 4.7367 -0.0909 0.1 0.0 0.1 0.21
H -2.2833 3.0322 0.4268 -0.1 0.1 0.0 0.22
H -1.7753 3.4668 -1.1965 0.1 0.0 0.0 0.22
H 0.2487 5.6370 -1.2411 0.1 0.1 0.0 0.20
H 1.4304 4.4072 -1.6711 0.1 -0.1 0.1 0.24
H 1.8371 5.6225 -0.4378 0.0 -0.1 0.1 0.23
H 0.3302 1.4370 0.5380 0.2 -0.1 0.0 0.23
H 0.2485 1.9845 2.2442 0.3 0.1 0.1 0.22
```
Forces are in eV/Å.

Summary:
Relative energy (zero: lowest compared OMol25 entry of this formula, charge and spin), kcal per mole: 127.6
LUMO, eV: 3.66
Total charge: -2

---

| no. | gap between HOMO and LUMO (eV) |
| --- | --- |
| 1 | 6.90 |
| 2 | 3.48 |